Density functional theory data (ωB97M-V/def2-TZVPD) for a 3-piece molecular cluster, C4H14O2S overall in a non-equilibrium geometry.

Structure (XYZ):
```
21
C4H14O2S, DFT ωB97M-V/def2-TZVPD
C 0.364 3.103 -0.837
C 0.478 1.609 -1.079
C -0.909 0.975 -0.832
S -1.032 -0.650 -1.524
C -0.093 -1.838 -0.575
H -0.387 3.579 -1.470
H 1.280 3.661 -0.926
H -0.025 3.261 0.170
H 0.765 1.484 -2.121
H 1.173 1.037 -0.462
H -1.250 1.024 0.206
H -1.533 1.727 -1.303
H -0.057 -2.756 -1.157
H -0.607 -2.100 0.349
H 0.907 -1.517 -0.473
O 1.000 0.844 2.706
H 0.071 0.815 2.415
H 0.760 0.666 3.634
O -0.683 -5.189 1.063
H 0.182 -5.314 0.635
H -0.403 -4.420 1.579
```

Computed properties:
E_HOMO: -8.4212 eV
orbital gap: 0.32519 Ha
energy relative to the best compared isomer or geometry (same formula, charge and spin): 23.36 kcal per mole

---

Density functional theory data (ωB97M-V/def2-TZVPD) for a 3-piece molecular cluster, C4H14O2S overall in a non-equilibrium geometry.

Structure (XYZ):
```
21
C4H14O2S, DFT ωB97M-V/def2-TZVPD
C -1.045 1.398 -1.560
C -0.785 0.117 -2.406
C 0.524 -0.487 -1.775
S 0.020 -2.193 -0.970
C 1.518 -2.563 -0.075
H -0.301 2.181 -1.818
H -2.090 1.679 -1.509
H -0.953 1.255 -0.407
H -0.691 0.341 -3.460
H -1.506 -0.713 -2.298
H 0.992 0.069 -1.021
H 1.045 -0.760 -2.646
H 1.805 -3.545 -0.244
H 2.328 -1.917 -0.316
H 1.407 -2.543 1.010
O 0.586 2.035 2.769
H 0.300 2.879 2.392
H 0.280 2.114 3.701
O -1.009 0.199 3.882
H -1.883 0.328 3.661
H -0.541 0.127 3.092
```

Computed properties:
E_HOMO: -8.4294 eV
orbital gap: 0.33309 Ha
energy relative to the best compared isomer or geometry (same formula, charge and spin): 35.51 kcal per mole

---

Density functional theory data (ωB97M-V/def2-TZVPD) for a 3-piece molecular cluster, C4H14O2S2 overall in a non-equilibrium geometry.

Structure (XYZ):
```
22
C4H14O2S2, DFT ωB97M-V/def2-TZVPD
C 1.211 0.254 0.221
C 2.674 0.150 0.732
C 2.543 -0.607 2.118
S 2.410 -2.419 1.914
S 0.667 -3.044 2.287
C -0.596 -3.310 0.969
H 1.110 -0.115 -0.913
H 0.325 -0.318 0.630
H 0.971 1.360 0.231
H 3.243 -0.365 0.023
H 2.888 1.197 1.106
H 3.526 -0.565 2.602
H 1.780 -0.077 2.829
H -1.588 -3.052 1.301
H -0.110 -3.114 -0.057
H -0.678 -4.481 0.955
O -2.773 4.392 -2.633
H -2.642 4.141 -3.643
H -2.140 3.823 -2.257
O -4.576 2.259 -2.880
H -3.817 2.555 -2.420
H -4.428 1.335 -3.115
```

Computed properties:
E_HOMO: -8.7188 eV
orbital gap: 0.33042 Ha
energy relative to the best compared isomer or geometry (same formula, charge and spin): 56.46 kcal per mole

---

Density functional theory data (ωB97M-V/def2-TZVPD) for a 3-piece molecular cluster, C4H14O3 overall in a non-equilibrium geometry.

Structure (XYZ):
```
21
C4H14O3, DFT ωB97M-V/def2-TZVPD
C -2.520 -0.754 1.873
C -1.528 -1.451 0.963
C -1.366 -0.748 -0.438
C -0.656 -1.600 -1.437
O -0.614 -0.954 -2.759
H -3.599 -0.463 1.485
H -2.838 -1.422 2.717
H -2.215 0.237 2.393
H -1.841 -2.535 0.669
H -0.591 -1.711 1.521
H -0.680 0.123 -0.089
H -2.259 -0.225 -0.770
H 0.359 -1.997 -1.260
H -1.367 -2.521 -1.549
H -1.390 -1.136 -3.310
O 4.042 2.056 -0.603
H 3.777 2.162 0.309
H 3.448 2.709 -1.103
O 1.764 2.616 1.977
H 1.319 1.974 2.564
H 2.771 2.375 1.734
```

Computed properties:
E_HOMO: -10.3247 eV
orbital gap: 0.39284 Ha
energy relative to the best compared isomer or geometry (same formula, charge and spin): 54.91 kcal per mole